# 1
82
Properties=species:S:1:pos:R:3:forces:R:3 method="wB97M-V/def2-TZVPD" orbital_gap_ev=8.715 lumo_energy_ev=0.61 largest_force_ev_per_a=4.52 total_energy_ev=-48213.280 total_charge=0 smiles="CP(O)[C@@]1(CCCCCCCCCCCCn2cccc2)COC(=O)O1.CCN(CC)CC"
C -5.863 2.616 0.126 0.765 -0.508 -1.129
C 5.540 -0.087 -1.350 -0.454 0.132 1.274
H -2.887 0.527 -0.790 -0.329 -0.746 -0.647
H -9.395 0.340 4.758 0.075 0.038 0.047
C 1.235 -2.805 -1.747 0.312 0.343 0.240
H -0.563 -0.514 -0.672 -0.719 -0.705 -0.291
C 10.866 -0.481 -2.537 -4.062 1.068 0.200
H 8.508 -0.600 0.607 -0.341 0.522 -0.941
H 4.960 -1.878 -0.056 -0.198 0.577 -0.618
H 1.730 -3.356 -2.585 -0.343 0.523 0.536
H -6.581 -2.508 3.480 0.053 0.122 -0.005
N -7.157 -0.566 3.030 -0.233 -0.006 -0.270
C -4.622 3.172 -1.783 -1.750 0.608 2.954
H 2.974 -0.775 -2.213 -0.057 -0.039 1.018
H -4.648 -1.453 4.031 0.013 -0.005 -0.053
H -4.076 3.705 -2.579 -0.379 -0.882 0.482
H -1.597 -0.093 -3.060 -0.566 -0.565 0.507
H -9.594 1.773 3.766 0.048 -0.035 -0.003
H 8.037 -0.741 -3.212 -0.149 1.155 0.582
C -8.330 0.281 2.853 0.038 0.187 -0.167
H -4.947 0.206 -3.074 0.546 0.586 0.298
H 6.127 -0.267 0.744 0.378 0.562 -0.803
H 4.903 -2.129 -1.845 -0.135 0.299 0.850
H -6.043 0.578 4.432 0.079 0.058 0.045
H -5.689 0.336 -0.213 0.349 0.797 -0.604
H -5.855 1.032 2.744 -0.240 -0.019 0.011
C -4.164 0.779 -2.527 1.180 0.207 0.984
H -8.287 -2.297 3.332 -0.020 0.232 -0.073
H -9.137 -0.312 2.412 0.100 -0.132 0.071
C 6.562 0.206 -0.180 -0.234 -0.255 0.051
H 3.077 -3.176 -0.612 -0.651 0.524 0.070
H -4.565 -1.059 2.303 -0.060 -0.009 0.040
H 8.813 4.230 -0.235 -0.111 -1.016 -0.133
C 8.382 3.206 -0.372 -1.492 -0.263 -0.524
H -3.819 0.005 3.499 -0.060 -0.001 -0.002
C 8.628 0.172 -2.934 0.554 -0.560 -0.357
H 7.820 -1.462 -0.793 0.302 0.922 0.269
C -3.279 -0.164 -1.588 0.314 0.896 -0.606
H 7.500 3.283 -1.073 0.873 0.078 0.541
O 10.101 -0.555 -1.364 1.748 0.065 0.232
C 2.340 -2.343 -0.719 -0.510 0.172 -0.412
C -8.871 1.016 4.082 -0.221 0.050 0.046
H 8.339 1.109 -3.462 -0.251 -0.768 0.584
O 9.924 -0.152 -3.515 1.401 0.133 0.633
H 10.825 3.354 -2.165 -0.110 -0.524 -0.133
C -7.390 -1.817 3.737 0.255 -0.226 0.010
H 0.581 -3.550 -1.219 0.498 0.558 -0.580
H -8.086 1.529 4.639 0.004 -0.043 -0.017
C 8.921 0.312 -1.376 0.376 -1.222 -1.760
H -3.470 1.328 -3.219 -0.814 -0.657 0.401
H -8.474 -1.396 5.586 0.080 0.081 0.041
H 0.862 -0.685 -2.482 -0.111 -0.869 0.080
C -7.502 -1.767 5.262 -0.120 -0.133 0.136
C 3.146 -1.052 -1.142 1.117 -1.182 0.702
H -8.087 1.032 2.092 0.138 -0.056 0.039
C 4.700 -1.391 -1.025 -0.465 0.559 -1.712
H -6.464 2.713 1.055 0.576 -0.132 -0.880
O 12.018 -0.646 -2.662 0.361 -0.384 -0.101
H 4.808 0.771 -1.345 0.714 -0.746 -0.155
H -3.936 -0.920 -1.098 0.638 0.425 -0.354
H -6.725 -1.151 5.719 -0.014 0.014 -0.047
H 7.949 2.859 0.607 0.666 0.345 -0.797
C -4.680 -0.638 3.304 -0.007 -0.079 0.076
O 10.280 2.577 -2.384 -1.028 -0.243 0.816
H -7.396 -2.776 5.670 0.006 0.033 -0.028
H 5.991 -0.111 -2.369 -0.183 -0.067 0.841
H 1.838 -2.196 0.270 0.557 -0.017 -0.690
H -1.189 -2.261 -0.838 -0.041 1.041 -0.194
H 2.941 -0.202 -0.444 -0.069 -0.531 -0.815
P 9.682 1.971 -0.905 1.068 0.967 1.153
C -0.921 -1.312 -1.370 0.888 -0.249 -1.560
C 7.984 -0.430 -0.372 -0.784 0.273 -0.313
C -5.322 3.739 -0.652 0.325 -1.691 -0.597
C 0.330 -1.652 -2.310 -0.622 -0.461 0.216
C -5.478 1.374 -0.519 -0.451 4.450 0.669
H -5.413 4.820 -0.412 0.053 -1.097 -0.260
C -5.964 0.173 3.413 0.125 -0.060 0.033
H -2.457 -1.717 -2.881 0.590 0.871 0.122
N -4.754 1.815 -1.628 0.072 -2.314 -1.159
H 6.559 1.304 0.013 0.423 -0.839 -0.133
C -2.064 -0.814 -2.339 -0.445 -0.468 1.077
H -0.040 -1.988 -3.319 0.173 0.335 0.944

***

# 2
87
Properties=species:S:1:pos:R:3:forces:R:3 method="wB97M-V/def2-TZVPD" orbital_gap_ev=3.550 lumo_energy_ev=-2.05 largest_force_ev_per_a=1.98 total_energy_ev=-58322.413 total_charge=0
C -6.033 1.221 0.855 0.121 0.001 0.134
H 5.416 0.281 1.705 -0.005 -0.063 0.064
H -1.796 0.186 -0.191 0.066 -0.082 0.027
H -0.022 -3.899 -3.392 -0.087 -0.021 -0.002
C -1.036 -2.255 -2.693 -0.332 0.138 -0.605
H -6.224 0.148 0.835 -0.072 0.022 0.012
H 4.349 0.360 -0.476 -0.076 -0.004 -0.029
C -1.413 6.695 1.768 -0.289 0.281 0.479
H -1.051 -3.979 2.441 0.101 0.054 0.017
C -3.849 2.507 0.953 0.262 0.368 0.182
H -0.826 -4.203 -2.001 -0.018 -0.018 -0.047
H -4.182 0.602 1.845 0.075 0.065 -0.018
C -0.502 -4.899 2.670 -0.115 -0.084 0.068
C 0.318 0.589 -0.287 -0.530 -0.854 -0.005
H 1.354 5.772 -0.659 0.006 -0.046 0.134
H 2.037 -5.559 2.723 0.015 0.059 0.030
N -1.304 -1.963 -4.104 0.264 -0.265 -0.028
N 1.648 1.970 3.688 0.077 0.483 0.493
H -0.286 1.703 -2.031 0.007 -0.046 -0.014
C 2.592 -2.210 -1.520 0.421 0.098 -0.054
H 3.994 -0.420 2.474 -0.080 0.073 0.019
O 1.253 0.224 2.026 -0.083 -0.325 -0.142
H -0.838 -0.171 -2.463 0.026 0.059 0.129
H -0.449 -2.010 -4.653 -0.006 0.132 -0.006
H -1.235 -5.689 2.836 0.010 -0.013 -0.061
C -4.747 1.512 1.642 -0.120 0.052 0.056
H 4.421 -1.275 0.129 -0.127 -0.039 -0.075
C -1.560 2.234 0.354 0.234 0.798 0.202
C 1.709 -5.008 1.833 0.260 -0.164 0.155
C 0.357 -0.909 -0.820 0.723 0.110 0.117
H -0.207 -1.459 1.452 0.123 0.049 -0.011
H 0.057 -4.761 3.599 0.008 0.031 -0.019
N -2.346 -2.354 -2.071 0.263 -0.130 0.186
H -0.779 3.856 -1.739 -0.007 -0.087 0.046
C 1.517 0.609 0.656 0.614 0.624 -0.263
H 3.563 -5.490 0.848 -0.009 -0.169 -0.001
H 0.646 -0.957 -2.928 -0.089 0.126 -0.076
H -1.972 2.522 -0.613 0.120 0.134 0.001
O -4.200 3.339 0.177 -0.277 -0.263 -0.579
H 3.981 1.251 1.836 -0.151 -0.073 0.070
H 1.349 1.128 -2.139 0.050 -0.032 0.072
H -0.240 6.225 -1.219 -0.051 -0.097 0.065
H 3.241 -3.043 0.379 -0.080 0.130 -0.044
H -2.344 -3.028 -1.317 -0.026 0.114 0.084
H 2.136 -6.493 0.412 0.322 -0.139 0.146
C 1.438 1.169 2.898 0.009 -0.485 -0.390
C 2.478 -0.366 0.025 -0.262 -0.292 0.331
H 1.140 -4.377 -0.594 0.036 -0.017 -0.228
S -0.268 -2.191 0.333 -0.401 -0.065 -0.117
H -6.890 1.709 1.314 -0.040 0.015 -0.096
C -2.431 5.647 1.263 0.109 0.144 -0.050
H 3.464 -1.704 -1.937 -0.067 0.022 -0.088
N -0.296 -3.503 -2.504 0.126 0.060 0.251
H -2.630 -1.466 -1.676 -0.154 -0.012 -0.109
C 3.938 -0.314 0.291 0.233 0.092 0.030
C 4.328 0.231 1.668 0.240 0.038 -0.163
C 3.076 -3.380 -0.648 -0.132 -0.201 0.014
H 2.128 3.145 -1.421 0.093 -0.058 0.249
C 0.267 4.155 -1.631 0.089 0.290 -0.271
H 0.610 4.396 -2.642 0.043 -0.241 -0.126
N 1.870 -1.160 -0.775 0.093 0.176 -0.193
C -0.205 -1.026 -2.246 0.085 -0.417 0.170
C -1.066 0.794 0.352 -0.167 0.443 0.028
H -3.364 5.630 1.827 0.099 0.079 0.064
C 2.494 -5.484 0.624 -0.587 0.230 -0.271
H -0.757 2.917 0.625 0.007 0.079 -0.233
C 2.195 -4.632 -0.621 0.411 -0.099 0.394
C 0.629 1.581 -1.451 -0.166 0.260 0.052
H -5.949 1.578 -0.169 -0.027 0.014 0.011
C 0.327 5.415 -0.763 0.313 -1.234 -1.138
H -0.094 5.267 0.234 0.328 -0.145 -0.487
H 1.135 3.140 0.031 0.027 0.008 0.026
H -4.985 1.946 2.618 0.084 -0.057 0.030
O -0.330 6.703 1.126 -0.377 1.238 1.500
H 4.059 -3.670 -1.029 0.023 0.038 0.057
C 1.107 3.004 -1.052 -0.066 0.045 -0.330
H 1.982 -2.546 -2.353 -0.184 -0.056 0.189
O -1.753 7.394 2.741 0.079 -0.088 -0.171
O -2.537 2.434 1.356 -0.449 -1.304 0.403
H -2.658 5.844 0.212 -0.008 -0.089 -0.024
O 0.342 -5.275 1.600 -0.019 0.083 -0.020
H -1.083 0.452 1.386 0.058 -0.038 -0.020
H -1.956 4.668 1.328 -0.114 0.049 -0.033
H -1.926 -2.683 -4.459 -0.150 0.132 0.042
H 2.053 1.558 0.681 -0.412 0.226 0.012
H 1.879 -3.938 2.032 -0.095 0.016 -0.058
H 2.416 -5.238 -1.501 -0.244 0.134 -0.148

***

# 3
104
Properties=species:S:1:pos:R:3:forces:R:3 method="wB97M-V/def2-TZVPD" orbital_gap_ev=9.303 lumo_energy_ev=-0.37 largest_force_ev_per_a=3.54 total_energy_ev=-78789.808 total_charge=0
O 10.394 -13.716 18.333 1.415 1.524 0.313
H 4.279 -15.144 16.685 0.547 -0.019 0.280
O 4.431 -16.191 9.412 -0.868 -0.487 -0.596
O 8.129 -15.497 16.490 1.216 0.418 1.111
C 6.924 -20.308 14.914 1.439 1.447 0.179
H 4.107 -15.259 14.357 0.526 -0.546 -0.071
C 5.737 -11.974 13.235 -0.962 0.838 -1.985
H 6.366 -18.911 12.760 0.364 -0.323 0.603
C 10.669 -16.708 14.525 1.830 -1.368 -0.313
C 6.962 -18.267 10.793 -0.357 -0.638 1.181
O 10.159 -14.677 20.588 1.127 -1.291 -1.545
H 5.066 -11.137 13.356 -0.023 0.635 0.720
C 5.961 -19.191 15.346 1.001 -0.626 -0.372
H 4.067 -13.507 17.153 0.816 0.055 -0.360
H 9.682 -18.308 13.640 -0.066 1.304 0.820
N 6.753 -18.053 15.805 -0.209 -0.219 -1.603
C 4.865 -14.226 16.847 -1.431 -0.533 0.076
H 6.413 -17.941 9.933 0.060 0.255 -0.861
H 7.628 -19.092 10.571 -0.134 -0.388 -0.317
H 5.235 -19.355 11.497 -0.483 -0.792 -0.255
O 11.213 -15.592 22.393 -0.113 0.245 -0.845
H 3.667 -16.409 12.347 -0.447 -0.245 0.298
C 10.055 -14.111 12.180 0.296 0.727 -1.495
O 4.245 -18.612 16.849 0.362 0.036 -0.801
H 10.715 -13.374 12.705 -0.686 -0.134 -0.426
N 7.627 -13.279 14.059 -0.133 0.114 0.388
O 8.712 -15.445 9.389 0.390 0.373 -0.755
C 3.175 -16.627 13.316 0.740 -0.861 -0.756
O 5.528 -13.937 15.650 -0.608 0.899 -0.968
O 8.075 -13.614 8.091 -1.373 0.577 0.315
H 7.254 -20.125 13.866 0.421 -0.007 0.994
H 5.126 -11.861 15.580 -1.376 0.276 0.836
O 9.229 -15.659 18.462 -1.013 -0.828 -0.288
O 6.986 -14.047 10.289 -0.374 -0.122 1.589
H 2.450 -19.426 17.468 -0.192 -0.498 0.039
H 10.601 -14.473 11.270 -0.465 0.767 0.221
C 5.927 -12.556 15.650 0.289 -0.960 -1.573
C 11.007 -15.949 13.246 0.605 -0.755 -1.222
H 2.913 -17.869 18.134 -0.019 -0.180 0.035
H 4.400 -20.544 15.928 0.846 1.106 0.911
H 0.339 -13.982 14.321 0.445 -0.576 -0.330
O 9.667 -13.044 16.267 0.524 -1.417 2.145
H 6.165 -17.375 16.219 -0.905 0.787 0.659
H 11.584 -18.085 16.058 0.173 0.828 -0.740
C 5.960 -14.802 10.650 -1.412 0.311 0.402
H 10.328 -15.926 15.174 0.234 0.535 0.716
H 2.481 -18.404 14.353 -0.545 -0.174 1.195
H 9.017 -13.742 11.918 1.556 -0.078 -0.008
B 10.326 -14.935 19.109 1.116 -0.453 1.862
H 3.916 -16.546 15.245 -0.438 -0.783 0.449
H 5.331 -17.711 12.007 -0.124 0.088 0.084
H 11.219 -16.464 12.237 0.192 -0.266 1.748
H 5.657 -20.065 17.236 -0.389 -0.274 -0.221
C 3.286 -18.859 17.853 0.181 0.939 -0.445
H 7.378 -18.326 16.526 0.725 -0.352 0.720
H 11.856 -15.297 13.443 0.189 0.230 0.068
O 11.565 -15.780 18.948 -0.579 0.165 0.157
C 11.085 -15.474 21.209 -0.440 -0.174 0.604
H 12.295 -18.209 14.452 0.321 -0.051 -0.423
H 5.601 -14.341 17.624 0.105 -0.153 0.666
O 2.324 -14.429 13.555 -0.614 0.469 0.765
O 5.415 -14.953 11.739 1.582 0.663 -0.720
H 3.749 -19.291 18.721 0.084 -0.559 0.512
O 10.762 -15.727 8.368 -2.115 1.295 1.192
H 7.225 -11.311 14.539 0.005 0.553 0.266
O 12.784 -17.081 20.388 -1.316 1.140 -0.649
C 1.155 -13.605 13.678 0.381 -0.205 0.424
C 2.738 -18.077 13.382 1.926 0.104 -1.734
H 6.251 -11.685 12.307 0.220 -0.421 0.169
H 6.471 -12.474 16.553 1.037 0.852 0.860
H 7.772 -20.338 15.675 -0.749 -0.049 -1.250
C 11.888 -17.495 15.149 -1.787 0.705 0.402
C 1.976 -15.796 13.427 -1.726 1.459 -0.426
C 5.405 -15.524 9.411 2.902 0.677 0.059
H 8.277 -12.872 13.425 0.556 0.164 -0.745
H 8.262 -16.834 10.672 0.678 0.542 -0.575
C 9.740 -15.089 8.588 1.984 -2.071 -1.050
O 7.752 -17.243 11.366 -0.262 0.402 0.580
N 9.508 -17.507 14.310 -1.564 -3.161 0.309
C 9.333 -13.852 7.772 -0.416 -0.506 0.694
O 9.964 -13.254 6.979 0.837 0.412 -0.578
H 1.400 -16.086 14.318 -0.187 -0.108 -0.088
Ba 7.127 -15.933 13.824 -0.012 -0.164 -0.061
H 1.409 -12.671 14.155 0.534 0.351 -0.101
C 9.757 -13.819 17.231 -1.118 1.522 -2.815
C 5.916 -18.616 11.843 0.360 1.057 -0.826
C 8.953 -15.103 17.325 -1.669 -0.943 -1.052
H 5.035 -12.747 12.986 0.085 -0.974 0.035
H 8.201 -13.411 14.895 0.047 0.042 0.142
C 11.932 -16.259 20.134 0.715 0.008 0.833
H 1.341 -15.878 12.509 0.240 -0.353 0.623
H 9.235 -18.008 15.210 0.484 1.005 -1.473
O 6.369 -15.346 8.489 -0.431 -0.393 -0.258
H 0.789 -13.415 12.689 -0.521 0.186 -0.575
H 3.649 -18.648 13.075 -1.077 -0.061 0.082
C 5.048 -19.700 16.383 -1.802 -1.033 1.116
H 6.509 -21.273 14.874 -0.887 -1.207 0.229
B 7.545 -14.561 9.025 -0.623 -0.896 -0.062
C 6.657 -12.213 14.354 0.983 -0.862 1.439
O 9.865 -15.217 12.967 -1.931 -0.050 1.314
H 12.579 -16.713 15.424 0.727 -0.228 0.238
N 4.176 -16.296 14.309 0.688 1.676 0.131
H 5.358 -18.927 14.491 -0.179 0.534 -0.253
H 1.924 -18.194 12.667 0.041 -0.480 0.067